The following is a quantum chemistry calculation of a molecular structure, C24H75B4Mn2O13 at a distorted geometry, from the Open Molecules 2025 dataset.

CARTESIAN COORDINATES (ANGSTROEM)
Mn  1.31370  0.83599  -1.90417
Mn  -0.76508  -1.34598  -4.20681
O  -1.62305  2.50902  -5.00879
O  2.54675  0.07523  3.27356
O  0.09351  1.47264  -0.32314
O  -3.02048  2.81682  2.90995
O  -0.15637  -0.64324  -2.34694
O  -1.08188  -2.65875  3.60681
O  5.37748  -4.91258  2.94909
O  2.29312  3.09737  3.84908
O  -4.98540  -2.78221  -1.88487
O  -0.17158  -1.87887  6.22902
O  4.17386  -2.79934  1.07157
O  -0.99325  2.04726  -7.55245
O  -3.37001  4.84572  1.02157
C  -2.69279  2.32078  -5.88693
C  -0.46791  -0.95837  5.20245
C  2.53462  1.13994  2.34739
C  0.00885  -1.24564  7.46494
C  3.27567  0.19114  4.45714
C  -2.01337  2.93559  -3.71485
C  -0.67571  1.53811  -8.80966
C  4.41497  -5.51672  2.12331
C  3.25411  3.97113  3.34844
C  -2.27370  3.92518  0.88113
C  -4.75548  -3.42347  0.43943
C  1.68983  2.28489  2.83340
C  -2.23645  1.53559  -7.09246
C  -3.44884  1.56284  2.41747
C  5.96102  -3.70788  2.46704
C  -0.90913  -3.18758  2.30725
C  -4.28432  -3.57597  -1.04800
C  -1.91441  3.35504  2.24360
C  -0.95826  0.54915  -0.32318
C  4.93727  -2.60963  2.22602
C  -3.09418  6.04724  1.68673
C  3.02771  -1.94895  1.09267
C  -0.76356  -0.79346  -1.06404
C  -0.22306  -1.54936  3.83315
B  -3.06982  -1.33047  -4.35310
B  -0.39287  -3.61623  -4.54370
B  3.51777  0.33232  -1.86300
B  1.18359  2.37043  -3.57531
H  -0.47813  -0.80464  3.06606
H  4.14468  -6.48000  2.57088
H  3.46488  -4.99464  2.01233
H  0.81275  1.84394  3.30904
H  -2.11458  0.46290  -6.88999
H  2.76714  -0.22333  -2.53644
H  4.22248  3.48151  3.16538
H  -0.68004  -4.74857  -4.60493
H  -1.47609  -4.11419  2.25172
H  4.78093  -5.80082  1.13081
H  -2.44907  -1.06256  -3.41583
H  1.42666  2.64805  -2.48585
H  3.17316  -0.75335  5.00020
H  0.77658  -3.46713  -4.66891
H  2.12631  0.71031  1.42879
H  4.36563  0.27777  4.33279
H  -3.48208  1.71764  -5.41516
H  3.02255  0.43372  -0.83669
H  0.14190  -3.37662  2.05971
H  -4.27538  1.20552  3.02697
H  0.42845  -1.96175  8.16355
H  -2.68660  3.22142  0.15534
H  3.37589  -0.91154  1.09313
H  0.10946  1.90483  -3.51792
H  5.53912  -1.69175  2.10632
H  3.66135  1.37443  -2.38270
H  1.36517  2.89233  1.98258
H  -1.85746  1.01765  -0.76147
H  0.16453  -0.06390  5.26590
H  -3.20126  -3.31671  -1.05107
H  3.42882  4.78133  4.06021
H  0.49442  -0.25845  7.45716
H  6.59042  -3.39337  3.30513
H  -1.46389  4.16912  2.82126
H  -2.56738  5.87278  2.63116
H  -0.63388  -3.24641  -3.47643
H  2.97015  4.41771  2.38604
H  -1.75098  -1.23681  -1.25208
H  -2.92116  3.54994  -3.73262
H  -1.05668  2.67303  2.20065
H  -1.26638  0.22941  0.69461
H  -4.45835  -2.44992  0.84815
H  -1.34772  1.89837  -9.59901
H  -1.50196  -0.59142  5.18194
H  -5.84533  -3.48960  0.47004
H  -1.16931  3.54288  -3.39490
H  -0.64507  0.43824  -8.77440
H  2.91768  1.00353  5.09573
H  4.31412  -2.54586  3.12615
H  -1.50232  4.38442  0.25253
H  -4.26752  -4.15706  1.10596
H  2.47028  -2.00606  2.02957
H  -0.94242  -2.96010  -5.32028
H  -4.04755  -0.68786  -4.30622
H  -2.34396  -1.11308  -5.23612
H  -3.13712  3.28725  -6.17441
H  -4.05042  6.53606  1.86308
H  3.53827  1.42780  1.99894
H  -0.97828  -0.88071  7.81612
H  -1.30172  -2.51867  1.53393
H  -0.22756  -1.54734  -0.46627
H  -4.45108  -4.65555  -1.28665
H  0.34943  1.78828  -9.09595
H  -2.96048  1.50482  -7.92295
H  -2.43762  6.71554  1.11040
H  -2.59982  0.87227  2.40262
H  -2.10832  2.07646  -3.04829
H  0.80644  -1.86956  3.64695
H  1.91204  1.52774  -3.96207
H  -3.33486  -2.46768  -4.37808
H  4.52287  -0.26979  -1.80276
H  1.21006  3.28029  -4.31422
H  6.66799  -3.83128  1.63773
H  2.51776  -2.08610  0.14395
H  -3.82341  1.59015  1.38842

Results
frontier orbital gap (spin up / spin down): 0.119 / 0.119 hartree
LUMO (spin up / spin down): 5.00 / 5.00 eV
spin multiplicity: 11
F_max: 2.6 eV Å⁻¹
net charge: -3